[1]
Density functional theory data (wB97M-V/def2-TZVPD) for one molecule with the formula C6H11NO at a distorted geometry.

Output
HOMO ... -9.5 eV
Calculated total energy ... -9934.928 eV
LUMO ... 0.774 eV
SMILES ... CC(C)(C)N1CC1=O
Energy relative to the best compared isomer or geometry (same formula, charge and spin) ... 3.527 eV

ORCA input file:
```
! wB97M-V def2-TZVPD RIJCOSX def2/J DEFGRID3
* xyz 0 1
O 3.003 -0.921 -0.048
N 0.918 0.286 -0.486
C -1.478 0.840 -0.468
C -0.530 -0.517 1.383
C -0.758 -1.358 -0.995
C -0.391 -0.148 -0.090
C 2.212 -0.055 -0.126
C 1.991 1.399 0.067
H -0.596 -1.074 -1.949
H -1.293 1.120 -1.557
H -1.325 1.825 0.191
H -1.716 -1.530 -0.728
H 0.423 -1.007 1.914
H -1.315 -1.129 1.628
H -0.068 -2.284 -0.945
H 1.806 1.656 1.040
H 2.146 2.149 -0.764
H -0.655 0.285 2.101
H -2.374 0.463 -0.169
*
```

***

[2]
Density functional theory data (wB97M-V/def2-TZVPD) for C6H11NO as an isolated structure at a distorted geometry.

Output
HOMO ... -7.9 eV
Calculated total energy ... -9931.362 eV
LUMO ... -2.054 eV
Energy relative to the best compared isomer or geometry (same formula, charge and spin) ... 7.092 eV

ORCA input file:
```
! wB97M-V def2-TZVPD RIJCOSX def2/J DEFGRID3
* xyz 0 1
O -1.454 0.597 1.933
N -1.711 -1.814 -0.713
C 0.342 -1.200 0.744
C 0.979 -0.197 -0.183
C 1.539 0.957 0.177
C -1.142 -1.350 0.512
C 1.916 2.032 -0.851
C -1.892 -0.185 0.980
H 0.745 -0.426 -1.259
H -2.997 -0.358 0.963
H 0.532 -0.899 1.752
H 1.313 1.333 1.150
H 0.733 -2.245 0.469
H 2.342 2.941 -0.412
H 1.033 2.410 -1.424
H 2.719 1.617 -1.471
H -1.188 -1.319 -1.435
H -1.737 -2.790 -0.974
H -2.072 0.896 0.044
*
```

***

[3]
Density functional theory data (wB97M-V/def2-TZVPD) for C6H11NO as an isolated structure at a distorted geometry.

Output
HOMO ... -6.8 eV
Calculated total energy ... -9936.451 eV
LUMO ... 0.882 eV
Energy relative to the best compared isomer or geometry (same formula, charge and spin) ... 2.004 eV

ORCA input file:
```
! wB97M-V def2-TZVPD RIJCOSX def2/J DEFGRID3
* xyz 0 1
O -0.834 -1.090 -0.791
N -2.129 -1.326 1.122
C 0.353 -0.106 -0.709
C 0.321 0.978 -1.767
C -0.059 1.296 1.625
C 1.628 -0.932 -0.719
C -1.158 -0.788 0.425
C -0.258 0.216 0.607
H 0.505 0.559 -2.761
H 1.569 -1.773 -0.021
H 2.484 -0.311 -0.434
H 1.821 -1.340 -1.716
H -0.639 1.502 -1.787
H -2.600 -2.149 0.764
H -0.810 1.263 2.417
H 1.104 1.721 -1.574
H -0.076 2.276 1.134
H 0.947 1.236 2.054
H -2.171 -1.233 2.130
*
```

***

Number 1: HOMO-LUMO gap 0.37799 hartree. Number 2: HOMO-LUMO gap 0.21615 hartree. Number 3: HOMO-LUMO gap 0.28342 hartree.